{
  "formula": "C4H3NS",
  "method": "ωB97M-V/def2-TZVPD",
  "de_lowest_ev": 0.907,
  "smiles": "N#CCC=C=S",
  "homo_lumo_gap_ev": 8.35,
  "elements": ["N", "C", "C", "C", "C", "S", "H", "H", "H"],
  "positions_angstrom": [[-1.565, 2.297, 1.173], [-0.842, 1.495, 0.814], [0.118, 0.587, 0.204], [-0.570, -0.067, -0.987], [-0.733, 0.497, -2.137], [-0.688, 0.815, -3.657], [0.233, -0.206, 1.075], [1.213, 0.806, 0.139], [-1.149, -0.878, -0.740]]
}

{
  "formula": "C4H3NS",
  "method": "ωB97M-V/def2-TZVPD",
  "de_lowest_ev": 2.313,
  "smiles": "N#CCC1=CS1",
  "homo_lumo_gap_ev": 8.75,
  "elements": ["N", "C", "C", "C", "C", "S", "H", "H", "H"],
  "positions_angstrom": [[1.727, 1.578, 1.512], [1.137, 0.658, 1.189], [0.555, -0.473, 0.562], [-0.650, 0.114, -0.406], [-1.271, 1.070, -0.980], [-1.714, -0.748, -1.538], [0.147, -1.218, 1.202], [1.331, -0.724, -0.009], [-1.807, 1.930, -1.342]]
}

{
  "formula": "C4H3NS",
  "method": "ωB97M-V/def2-TZVPD",
  "de_lowest_ev": 2.354,
  "smiles": "N#CCC1=CS1",
  "homo_lumo_gap_ev": 8.50,
  "elements": ["N", "C", "C", "C", "C", "S", "H", "H", "H"],
  "positions_angstrom": [[2.225, 0.589, -0.826], [1.503, 0.143, -0.027], [0.747, -0.362, 1.139], [-0.810, 0.231, 0.747], [-1.490, 1.290, 0.705], [-2.056, 0.068, -0.517], [1.056, -0.078, 2.120], [0.467, -1.429, 1.102], [-1.662, 2.281, 0.924]]
}

{
  "formula": "C4H3O2",
  "method": "ωB97M-V/def2-TZVPD",
  "de_lowest_ev": 1.323,
  "charge": -1,
  "smiles": "O=C([O-])C1C=C1",
  "homo_lumo_gap_ev": 7.62,
  "elements": ["O", "C", "O", "C", "C", "C", "H", "H", "H"],
  "positions_angstrom": [[-2.321, 0.843, 0.529], [-1.590, 0.036, 0.002], [-1.729, -1.109, -0.425], [0.034, 0.552, -0.180], [1.063, -0.491, -0.541], [1.114, -0.145, 0.753], [0.244, 1.634, -0.571], [1.668, -1.188, -1.248], [1.516, -0.131, 1.680]]
}

{
  "formula": "C4H3O2S",
  "method": "ωB97M-V/def2-TZVPD",
  "de_lowest_ev": 0.867,
  "charge": -1,
  "homo_lumo_gap_ev": 7.49,
  "elements": ["C", "C", "C", "C", "O", "O", "S", "H", "H", "H"],
  "positions_angstrom": [[0.228, 0.400, 0.471], [0.925, -0.587, -0.054], [2.857, 0.754, -0.395], [2.163, -0.416, -0.802], [3.046, 1.853, -0.895], [2.625, -1.226, -1.578], [3.536, -0.183, 1.169], [-0.612, -0.052, 0.917], [0.616, 1.466, 0.624], [0.529, -1.636, 0.094]]
}

{
  "formula": "C4H3O2S",
  "method": "ωB97M-V/def2-TZVPD",
  "de_lowest_ev": 1.362,
  "charge": -1,
  "smiles": "O=C([O-])SC1=CC1",
  "homo_lumo_gap_ev": 7.43,
  "elements": ["O", "C", "O", "S", "C", "C", "C", "H", "H", "H"],
  "positions_angstrom": [[-2.862, 2.072, 2.844], [-1.871, 2.361, 2.201], [-1.387, 3.102, 1.431], [-0.319, 0.934, 2.857], [-0.194, 0.408, 1.237], [-0.803, 0.192, 0.087], [0.724, 0.192, 0.094], [-1.697, -0.014, -0.582], [1.215, 0.918, -0.543], [1.260, -0.691, -0.282]]
}

{
  "formula": "C4H3O5Pt",
  "method": "ωB97M-V/def2-TZVPD",
  "de_lowest_ev": 0.000,
  "spin_multiplicity": 4,
  "s_squared": 3.761,
  "homo_lumo_gap_ev": [8.17, 7.07],
  "elements": ["C", "C", "O", "C", "O", "O", "H", "H", "H", "O", "O", "C", "Pt"],
  "positions_angstrom": [[0.299, -1.352, -0.059], [-1.006, -1.123, 0.122], [-1.423, -0.085, 0.971], [-1.948, 1.014, 0.437], [-2.037, 1.269, -0.738], [-2.279, 1.834, 1.427], [0.452, -2.385, -0.404], [-1.844, -1.730, -0.226], [-2.574, 2.678, 1.059], [4.331, 0.076, -1.938], [3.052, 0.168, -0.077], [3.297, 0.016, -1.316], [1.679, -0.381, 0.741]]
}

{
  "formula": "C4H3OP",
  "method": "ωB97M-V/def2-TZVPD",
  "de_lowest_ev": 2.888,
  "smiles": "C#CP=O.C#C",
  "homo_lumo_gap_ev": 9.03,
  "elements": ["C", "C", "P", "O", "H", "C", "C", "H", "H"],
  "positions_angstrom": [[-1.561, -1.782, -0.058], [-2.092, -0.740, 0.151], [-2.876, 0.798, 0.461], [-3.902, 0.943, -0.587], [-1.094, -2.720, -0.181], [0.473, 1.031, 0.600], [0.964, 1.223, -0.491], [0.109, 0.629, 1.527], [1.613, 1.264, -1.346]]
}

{
  "formula": "C4H3ORu",
  "method": "ωB97M-V/def2-TZVPD",
  "spin_multiplicity": 7,
  "charge": 1,
  "s_squared": 12.014,
  "homo_lumo_gap_ev": [5.22, 8.09],
  "elements": ["C", "C", "C", "C", "O", "Ru", "H", "H", "H"],
  "positions_angstrom": [[-0.278, -1.680, -0.966], [-0.800, -0.566, -0.324], [0.245, -0.058, 0.249], [0.814, 1.015, 0.888], [0.267, 2.177, 0.923], [-1.491, 2.585, 0.187], [-0.372, -2.669, -0.509], [-0.033, -1.632, -2.031], [1.648, 0.828, 1.584]]
}

{
  "formula": "C4H3PS",
  "method": "ωB97M-V/def2-TZVPD",
  "de_lowest_ev": 1.970,
  "smiles": "C1#CP2C[C@@H]2S1",
  "homo_lumo_gap_ev": 7.59,
  "elements": ["C", "C", "P", "C", "C", "S", "H", "H", "H"],
  "positions_angstrom": [[-0.348, 1.824, 0.948], [-0.267, 1.918, -0.284], [0.762, 0.631, -1.121], [-0.315, -0.828, -0.765], [0.567, -0.445, 0.403], [-0.259, 0.587, 2.126], [0.054, -1.825, -1.277], [-1.484, -0.715, -0.751], [1.291, -1.147, 0.720]]
}

{
  "formula": "C4H4",
  "method": "ωB97M-V/def2-TZVPD",
  "de_lowest_ev": 2.594,
  "homo_lumo_gap_ev": 8.54,
  "elements": ["C", "C", "C", "C", "H", "H", "H", "H"],
  "positions_angstrom": [[3.393, 0.353, 0.155], [2.344, -0.187, -0.246], [0.984, -0.614, 0.000], [-0.153, 0.311, -0.108], [0.820, -1.602, 0.406], [0.160, 1.262, -0.529], [-0.602, 0.483, 0.874], [-0.930, -0.132, -0.735]]
}

{
  "formula": "C4H46B9O2Zr2",
  "method": "ωB97M-V/def2-TZVPD",
  "charge": -1,
  "homo_lumo_gap_ev": 7.27,
  "elements": ["Zr", "Zr", "B", "H", "H", "H", "H", "B", "H", "H", "H", "H", "B", "H", "H", "H", "H", "B", "H", "H", "H", "H", "B", "H", "H", "H", "H", "B", "H", "H", "H", "H", "B", "H", "H", "H", "H", "B", "H", "H", "H", "H", "B", "H", "H", "H", "H", "C", "O", "C", "C", "O", "C", "H", "H", "H", "H", "H", "H", "H", "H", "H", "H"],
  "positions_angstrom": [[-2.081, -2.648, -0.635], [2.718, -0.454, 0.615], [2.297, -1.452, 2.665], [1.587, -0.704, 2.350], [2.197, -2.374, 2.114], [3.295, -1.145, 2.394], [2.263, -1.609, 3.732], [-1.308, -1.261, -2.364], [-0.796, -0.374, -2.025], [-0.802, -2.131, -1.975], [-2.310, -1.319, -1.968], [-1.275, -1.289, -3.442], [-2.212, -3.820, 1.398], [-1.197, -4.154, 1.548], [-2.182, -2.743, 1.331], [-2.603, -4.190, 0.463], [-2.828, -4.133, 2.227], [-0.382, -1.384, 0.724], [-0.353, -2.402, 0.367], [0.589, -0.922, 0.633], [-1.135, -0.884, 0.134], [-0.722, -1.238, 1.737], [0.133, -4.402, -0.877], [-0.937, -4.322, -0.765], [0.603, -4.585, 0.077], [0.296, -5.233, -1.546], [0.611, -3.501, -1.229], [2.903, -2.714, -0.365], [3.533, -2.411, 0.457], [2.526, -3.720, -0.270], [2.083, -2.018, -0.279], [3.412, -2.578, -1.306], [2.360, 1.644, 1.376], [1.467, 1.090, 1.134], [2.969, 1.090, 2.074], [2.853, 1.686, 0.417], [2.078, 2.666, 1.579], [-3.967, -1.445, -0.084], [-3.001, -0.993, -0.249], [-3.873, -2.518, -0.020], [-4.416, -1.118, 0.842], [-4.498, -1.244, -1.002], [1.896, -0.015, -1.623], [1.388, -0.947, -1.818], [2.937, -0.150, -1.375], [1.822, 0.595, -2.510], [1.407, 0.463, -0.788], [-0.939, 2.604, -1.016], [-1.711, 3.741, -0.617], [-1.067, 4.403, 0.490], [0.319, 5.006, 0.328], [0.263, 5.962, -0.708], [-0.579, 7.123, -0.557], [0.113, 2.872, -1.107], [-1.141, 2.312, -2.046], [-1.095, 1.806, -0.289], [-1.196, 3.830, 1.408], [-1.722, 5.257, 0.662], [1.049, 4.283, -0.035], [0.624, 5.498, 1.252], [-0.216, 7.996, -1.099], [-0.460, 7.535, 0.445], [-1.581, 7.080, -0.983]]
}

{
  "formula": "C4H49ClO25S2",
  "method": "ωB97M-V/def2-TZVPD",
  "homo_lumo_gap_ev": 10.35,
  "elements": ["C", "S", "O", "O", "O", "S", "O", "O", "C", "C", "C", "Cl", "H", "H", "H", "H", "H", "H", "H", "H", "H", "O", "H", "H", "O", "H", "H", "O", "H", "H", "O", "H", "H", "O", "H", "H", "O", "H", "H", "O", "H", "H", "O", "H", "H", "O", "H", "H", "O", "H", "H", "O", "H", "H", "O", "H", "H", "O", "H", "H", "O", "H", "H", "O", "H", "H", "O", "H", "H", "O", "H", "H", "O", "H", "H", "O", "H", "H", "O", "H", "H"],
  "positions_angstrom": [[-0.098, 1.147, 2.204], [-1.025, 2.260, 1.222], [-2.249, 2.605, 1.865], [-0.182, 3.400, 0.979], [-1.303, 1.624, -0.247], [-2.365, 0.309, -0.410], [-2.664, -0.189, 0.904], [-1.445, -0.800, -1.101], [-0.280, -1.262, -0.352], [0.478, -2.260, -1.229], [1.943, -1.915, -1.341], [2.186, -0.385, -2.214], [0.144, 1.731, 3.088], [0.837, 0.927, 1.692], [-0.652, 0.240, 2.433], [-0.607, -1.754, 0.561], [0.361, -0.426, -0.082], [0.455, -3.231, -0.746], [0.057, -2.323, -2.227], [2.433, -1.818, -0.375], [2.447, -2.704, -1.890], [-0.280, 3.616, 4.338], [-0.893, 3.881, 3.640], [-0.091, 4.432, 4.813], [-1.533, -1.854, 3.194], [-1.966, -1.856, 4.054], [-2.251, -1.693, 2.572], [-1.580, 5.414, -0.741], [-0.826, 5.983, -0.937], [-1.241, 4.772, -0.106], [1.178, -4.867, -2.424], [1.025, -5.028, -3.363], [1.109, -5.740, -2.020], [2.578, 2.147, 0.603], [1.716, 2.548, 0.438], [3.204, 2.692, 0.111], [-0.465, -6.395, -4.191], [-0.980, -6.888, -4.842], [-0.796, -6.673, -3.332], [-4.404, -2.450, 2.415], [-4.177, -1.871, 1.675], [-5.365, -2.390, 2.453], [2.058, 2.722, -3.075], [1.825, 2.721, -2.141], [1.267, 3.069, -3.503], [-4.916, -2.881, 5.560], [-4.960, -2.617, 4.635], [-4.888, -3.843, 5.530], [3.780, 4.660, 1.599], [2.829, 4.530, 1.533], [3.985, 4.446, 2.519], [-1.552, -6.024, -6.970], [-1.555, -6.107, -7.928], [-0.946, -5.298, -6.784], [-5.448, -0.704, -0.531], [-6.086, -0.461, -1.210], [-5.364, 0.089, 0.011], [2.208, 1.861, 4.524], [2.468, 1.587, 5.409], [1.552, 2.554, 4.681], [5.511, 3.383, 3.626], [5.802, 3.018, 2.784], [6.064, 2.950, 4.287], [0.801, -1.807, -4.949], [0.096, -1.355, -5.423], [1.224, -1.107, -4.434], [-1.993, -0.430, -4.264], [-2.906, -0.689, -4.426], [-1.831, -0.662, -3.341], [5.925, 1.226, 5.820], [5.481, 0.486, 5.393], [5.738, 1.119, 6.757], [-0.353, 8.171, -1.585], [-0.112, 8.613, -2.405], [-1.304, 8.299, -1.507], [2.409, -6.944, -0.449], [3.176, -6.377, -0.576], [2.749, -7.732, -0.015], [-1.543, 2.500, -3.577], [-1.844, 1.689, -4.010], [-1.781, 2.389, -2.652]]
}

{
  "formula": "C4H4AlO5",
  "method": "ωB97M-V/def2-TZVPD",
  "de_lowest_ev": 0.000,
  "charge": 1,
  "homo_lumo_gap_ev": 6.81,
  "elements": ["O", "C", "O", "Al", "O", "C", "C", "O", "O", "C", "H", "H", "H", "H"],
  "positions_angstrom": [[0.875, -0.019, 1.323], [-1.130, -1.151, 2.749], [-1.538, -0.590, 3.642], [-0.157, -1.341, 0.930], [-0.558, 0.527, -1.485], [-1.382, -0.551, -1.412], [0.820, 0.468, -1.103], [-2.442, -0.465, -2.019], [-1.007, -1.545, -0.698], [1.127, 0.956, 0.310], [1.341, 1.112, -1.824], [1.200, -0.558, -1.240], [0.652, 1.921, 0.568], [2.200, 1.236, 0.259]]
}

{
  "formula": "C4H4BrClN2",
  "method": "ωB97M-V/def2-TZVPD",
  "de_lowest_ev": 0.043,
  "smiles": "Clc1cnccn1.Br",
  "homo_lumo_gap_ev": 9.96,
  "elements": ["Cl", "C", "C", "N", "C", "C", "N", "H", "H", "H", "Br", "H"],
  "positions_angstrom": [[2.683, 0.785, 1.760], [1.339, -0.202, 1.206], [1.332, -0.564, -0.136], [0.323, -1.276, -0.587], [-0.638, -1.685, 0.221], [-0.705, -1.127, 1.518], [0.273, -0.399, 2.032], [2.000, -0.354, -1.000], [-1.399, -2.332, -0.131], [-1.661, -1.226, 2.234], [0.289, 2.613, -0.734], [0.781, 3.074, 0.513]]
}

{
  "formula": "C4H4BrNO2S",
  "method": "ωB97M-V/def2-TZVPD",
  "de_lowest_ev": 1.120,
  "smiles": "O=[N+]([O-])[C@@]1(Br)C=CSC1",
  "homo_lumo_gap_ev": 8.80,
  "elements": ["O", "N", "O", "C", "Br", "C", "C", "S", "C", "H", "H", "H", "H"],
  "positions_angstrom": [[2.030, -1.644, -0.457], [1.026, -1.363, 0.135], [0.266, -2.135, 0.663], [0.619, 0.075, 0.140], [2.259, 1.145, 0.046], [-0.215, 0.225, -1.229], [-1.445, 0.674, -1.030], [-1.909, 1.019, 0.600], [-0.307, 0.427, 1.281], [0.279, -0.014, -2.150], [-2.174, 0.855, -1.799], [-0.522, -0.468, 1.873], [0.093, 1.206, 1.927]]
}

Number 1: DFT total energy -16519.343 eV. Number 2: DFT total energy -16517.937 eV. Number 3: DFT total energy -16517.896 eV. Number 4: DFT total energy -8289.513 eV. Number 5: DFT total energy -19126.305 eV. Number 6: DFT total energy -19125.810 eV. Number 7: DFT total energy -17673.579 eV. Number 8: DFT total energy -15528.037 eV. Number 9: DFT total energy -8808.175 eV. Number 10: DFT total energy -24314.779 eV. Number 11: DFT total energy -4207.564 eV. Number 12: DFT total energy -17616.496 eV. Number 13: DFT total energy -90323.532 eV. Number 14: DFT total energy -21040.263 eV. Number 15: DFT total energy -89757.117 eV. Number 16: DFT total energy -90672.082 eV.